The following is a DFT calculation (the ωB97M-V functional and the def2-TZVPD basis) of C30H22BBrF6N10O4Ti as an isolated structure.

Element x y z (Å)
1 Ti 0.749 0.072 0.599
2 Br -0.973 -1.590 3.474
3 C -2.423 -0.467 3.005
4 C -3.325 -0.197 3.995
5 C -4.517 0.490 3.697
6 C -4.798 0.807 2.402
7 C -3.878 0.515 1.364
8 C -4.248 0.753 0.017
9 C -3.374 0.443 -0.978
10 C -2.062 0.020 -0.657
11 C -1.587 -0.176 0.629
12 C -2.596 -0.048 1.651
13 H -3.127 -0.541 5.001
14 H -5.217 0.721 4.492
15 H -5.738 1.278 2.135
16 H -5.232 1.160 -0.190
17 H -3.656 0.573 -2.019
18 H -1.378 -0.081 -1.489
19 B 0.132 2.543 3.201
20 N 0.158 3.052 1.730
21 C -0.130 4.299 1.343
22 C -0.378 4.301 -0.019
23 C -0.219 2.967 -0.391
24 N 0.103 2.225 0.665
25 N 1.278 1.522 3.423
26 C 2.182 1.512 4.403
27 C 2.922 0.341 4.317
28 C 2.382 -0.319 3.217
29 N 1.389 0.399 2.689
30 H -0.931 2.006 3.418
31 H 0.334 3.494 3.928
32 H -0.152 5.092 2.072
33 H -0.618 5.141 -0.648
34 H -0.298 2.511 -1.363
35 H 2.230 2.336 5.096
36 H 3.736 0.024 4.945
37 H 2.646 -1.259 2.761
38 N -0.883 -5.907 -0.762
39 C -0.609 -4.555 -0.448
40 N -1.740 -3.736 -0.372
41 N 0.536 -4.268 0.240
42 C 0.786 -3.068 0.550
43 N 1.022 -1.947 0.842
44 H -1.763 -6.191 -0.313
45 H -0.141 -6.484 -0.377
46 H -2.294 -3.733 -1.215
47 H -1.562 -2.789 -0.056
48 F -2.297 -3.055 -3.491
49 C -1.707 -1.998 -4.069
50 C -0.514 -1.552 -3.661
51 N 0.107 -0.481 -4.266
52 C 1.436 -0.042 -3.804
53 C 1.396 0.608 -2.407
54 O 1.921 1.694 -2.241
55 O 0.805 -0.145 -1.544
56 C -0.472 0.182 -5.320
57 O 0.038 1.104 -5.930
58 N -1.729 -0.287 -5.672
59 C -2.423 -1.374 -5.163
60 O -3.492 -1.717 -5.626
61 H 0.012 -1.995 -2.826
62 H 1.817 0.659 -4.536
63 H 2.081 -0.921 -3.754
64 H -2.155 0.194 -6.450
65 F 3.382 -1.730 -0.931
66 C 3.895 -0.601 -0.377
67 C 3.078 0.344 0.204
68 C 3.749 1.463 0.653
69 F 3.069 2.487 1.226
70 C 5.119 1.642 0.575
71 F 5.722 2.759 1.040
72 C 5.890 0.650 0.003
73 F 7.230 0.793 -0.091
74 C 5.273 -0.483 -0.483
75 F 6.027 -1.445 -1.061

Calculated values
E_HOMO (alpha / beta) ... 0.4 / -3.0 eV
Relative energy (zero: lowest compared OMol25 entry of this formula, charge and spin) ... 71.4 kJ/mol
Charge ... -2
Orbital gap (alpha / beta) ... 3.98 / 7.32 eV
2S+1 ... 3



The following is a DFT calculation (the ωB97M-V functional and the def2-TZVPD basis) of C30H22EuN5OS5 as an isolated structure.

Element x y z (Å)
1 Eu -0.898 0.284 -0.557
2 C 2.138 0.272 -2.741
3 C 1.972 -0.309 -1.363
4 N 1.746 0.510 -0.382
5 N 2.047 0.105 0.864
6 C 1.339 0.203 1.912
7 S -0.308 0.576 2.142
8 S 2.271 -0.094 3.427
9 C 2.161 1.627 4.066
10 C 3.232 2.436 3.420
11 C 3.049 2.991 2.158
12 C 4.084 3.671 1.544
13 C 5.304 3.817 2.181
14 C 5.489 3.278 3.442
15 C 4.461 2.584 4.051
16 C 2.085 -1.760 -1.126
17 C 3.220 -2.488 -1.439
18 C 3.298 -3.842 -1.163
19 C 2.207 -4.479 -0.588
20 C 1.062 -3.782 -0.276
21 C 0.968 -2.390 -0.491
22 O -0.093 -1.729 -0.162
23 H 2.711 1.196 -2.674
24 H 2.651 -0.441 -3.383
25 H 1.172 0.509 -3.196
26 H 1.155 1.976 3.833
27 H 2.295 1.552 5.144
28 H 2.103 2.886 1.648
29 H 3.927 4.093 0.563
30 H 6.108 4.356 1.700
31 H 6.434 3.398 3.954
32 H 4.607 2.140 5.026
33 H 4.063 -1.968 -1.877
34 H 4.203 -4.398 -1.372
35 H 2.254 -5.539 -0.373
36 H 0.207 -4.276 0.166
37 C -3.024 -1.513 1.330
38 C -3.610 -1.828 -0.009
39 C -4.759 -2.636 -0.115
40 C -5.269 -2.931 -1.347
41 C -4.630 -2.439 -2.504
42 C -5.080 -2.744 -3.799
43 C -4.401 -2.256 -4.891
44 C -3.272 -1.471 -4.722
45 C -2.775 -1.144 -3.464
46 S -1.347 -0.194 -3.355
47 C -3.469 -1.631 -2.309
48 N -3.005 -1.335 -1.076
49 H -3.471 -2.132 2.103
50 H -3.203 -0.459 1.585
51 H -1.941 -1.690 1.315
52 H -5.217 -3.018 0.787
53 H -6.154 -3.549 -1.454
54 H -5.950 -3.373 -3.927
55 H -4.746 -2.493 -5.890
56 H -2.748 -1.093 -5.585
57 S -0.591 3.079 -0.632
58 C -1.932 3.151 0.461
59 S -3.084 1.868 0.440
60 C -2.112 4.263 1.279
61 C -1.325 5.410 1.154
62 N -0.740 6.404 1.083
63 C -3.064 4.328 2.298
64 N -3.805 4.460 3.174

Calculated values
E_HOMO (alpha / beta) ... -0.5 / -2.4 eV
Relative energy (zero: lowest compared OMol25 entry of this formula, charge and spin) ... 357.8 kJ/mol
Charge ... -2
Orbital gap (alpha / beta) ... 4.68 / 4.52 eV
2S+1 ... 7



The following is a DFT calculation (the ωB97M-V functional and the def2-TZVPD basis) of C30H22F6NRuS2 as an isolated structure.

Element x y z (Å)
1 Ru 1.096 -0.026 -1.049
2 C -3.697 1.600 4.904
3 C -3.093 1.369 3.516
4 C -4.055 0.474 2.719
5 C -2.957 2.735 2.825
6 C -1.722 0.695 3.572
7 C -1.132 0.306 4.783
8 C 0.110 -0.303 4.834
9 C 0.775 -0.535 3.641
10 S 2.312 -1.288 3.364
11 C 2.093 -1.067 1.639
12 N 0.975 -0.488 1.320
13 C 0.204 -0.169 2.415
14 C -1.042 0.448 2.389
15 C 3.105 -1.486 0.671
16 C 4.272 -2.121 1.106
17 C 5.228 -2.525 0.195
18 C 5.019 -2.303 -1.159
19 C 3.863 -1.669 -1.593
20 C 2.885 -1.234 -0.701
21 H -4.671 2.078 4.795
22 H -3.067 2.255 5.508
23 H -3.846 0.659 5.436
24 H -5.036 0.947 2.649
25 H -4.171 -0.491 3.216
26 H -3.690 0.288 1.709
27 H -3.928 3.230 2.782
28 H -2.581 2.633 1.806
29 H -2.267 3.372 3.382
30 H -1.650 0.470 5.717
31 H 0.549 -0.597 5.778
32 H -1.466 0.710 1.426
33 H 4.426 -2.297 2.164
34 H 6.126 -3.022 0.538
35 H 5.761 -2.628 -1.878
36 H 3.724 -1.515 -2.658
37 F -0.358 -4.048 -6.617
38 C -0.469 -3.457 -5.431
39 C 0.191 -2.270 -5.171
40 F 0.944 -1.693 -6.111
41 C 0.073 -1.690 -3.925
42 F 0.788 -0.573 -3.697
43 C -0.706 -2.215 -2.896
44 S -0.911 -1.453 -1.339
45 C -1.361 -3.411 -3.199
46 F -2.124 -3.994 -2.276
47 C -1.240 -4.027 -4.431
48 F -1.866 -5.179 -4.672
49 F -0.598 3.054 -5.193
50 C -0.088 2.820 -3.974
51 C -0.953 2.789 -2.883
52 C -0.446 2.544 -1.634
53 C 0.956 2.316 -1.436
54 C 1.502 2.131 -0.146
55 C 1.797 2.353 -2.596
56 C 1.274 2.616 -3.844
57 H -2.010 2.956 -3.043
58 H -1.094 2.555 -0.766
59 H 0.904 2.340 0.731
60 H 2.578 2.173 -0.025
61 H 2.863 2.215 -2.465
62 H 1.902 2.641 -4.724

Calculated values
E_HOMO (alpha / beta) ... -6.8 / -8.1 eV
Relative energy (zero: lowest compared OMol25 entry of this formula, charge and spin) ... 61.1 kJ/mol
Charge ... 0
Orbital gap (alpha / beta) ... 6.63 / 6.79 eV
2S+1 ... 6



The following is a DFT calculation (the ωB97M-V functional and the def2-TZVPD basis) of C30H22N3OPdS as an isolated structure.

Element x y z (Å)
1 Pd -1.159 -0.513 0.375
2 C 0.203 -3.970 2.754
3 C -0.604 -2.926 2.275
4 N -0.437 -2.397 1.081
5 C 0.556 -2.867 0.266
6 C 1.436 -3.873 0.688
7 C 1.227 -4.431 1.973
8 C 2.473 -4.276 -0.192
9 C 2.604 -3.697 -1.424
10 C 1.689 -2.722 -1.874
11 C 0.657 -2.328 -1.057
12 N -0.401 -1.463 -1.357
13 C -1.198 -1.473 -2.425
14 C -0.967 -2.113 -3.658
15 C -1.896 -2.014 -4.688
16 C -3.081 -1.329 -4.521
17 C -3.408 -0.737 -3.267
18 C -4.650 -0.125 -3.001
19 C -4.915 0.344 -1.739
20 C -3.944 0.200 -0.745
21 N -2.762 -0.358 -0.977
22 C -2.476 -0.814 -2.227
23 H 0.005 -4.380 3.733
24 H -1.400 -2.521 2.888
25 H 1.877 -5.225 2.321
26 H 3.163 -5.046 0.128
27 H 3.410 -3.998 -2.079
28 H 1.819 -2.286 -2.855
29 H -0.067 -2.687 -3.813
30 H -1.686 -2.495 -5.633
31 H -3.796 -1.266 -5.331
32 H -5.390 -0.045 -3.787
33 H -5.862 0.802 -1.491
34 H -4.135 0.536 0.267
35 O 0.284 0.310 1.979
36 S 1.150 1.143 1.068
37 C 2.386 1.881 2.109
38 C 2.238 1.816 3.519
39 C 3.174 2.414 4.310
40 C 4.291 3.045 3.705
41 C 4.446 3.081 2.291
42 C 3.508 2.493 1.497
43 C 0.233 2.635 0.660
44 C 0.664 3.422 -0.403
45 C -0.085 4.541 -0.727
46 C -1.240 4.841 -0.013
47 C -1.657 4.032 1.036
48 C -0.914 2.913 1.394
49 H 1.371 1.312 3.927
50 H 3.090 2.426 5.388
51 H 5.049 3.500 4.330
52 H 5.318 3.569 1.877
53 H 3.607 2.483 0.419
54 H 1.544 3.169 -0.980
55 H 0.228 5.176 -1.544
56 H -1.817 5.717 -0.278
57 H -2.550 4.278 1.594
58 H -1.202 2.295 2.237

Calculated values
E_HOMO (alpha / beta) ... -16.1 / -16.6 eV
Charge ... +3
Orbital gap (alpha / beta) ... 7.15 / 3.77 eV
2S+1 ... 5



Which value of charge does entry 2 give?
-2